ORCA calculation (wB97M-V/def2-TZVPD) on 4 unconnected molecules or ions with the total composition C19H32BrFNO6.

LUMO energy ... -2.96 eV
HOMO-LUMO gap ... 9.04 eV
Total charge ... +1
HOMO ... -12.0 eV
Energy ... -3923.057446 Eh

```
60
C19H32BrFNO6 wB97M-V/def2-TZVPD
C -0.02776 -1.61303 -1.78136
C -1.01708 -0.46013 -1.55308
C -0.30253 0.81785 -1.16418
F -1.12694 1.91136 -1.43100
C 0.07167 0.88440 0.30572
C -1.08695 0.63585 1.27860
C -0.64372 1.37167 2.53159
N -0.21759 2.67639 1.91171
C 0.69825 2.22660 0.81320
Br 1.10052 3.62691 -0.41214
H 0.26808 -1.64154 -2.82745
H -0.50688 -2.55830 -1.55425
H 0.87215 -1.52334 -1.17816
H -1.55397 -0.23825 -2.47206
H -1.74270 -0.74603 -0.79703
H 0.59067 0.90431 -1.78429
H 0.86629 0.15453 0.46144
H -1.95188 1.16817 0.88017
H -1.29823 -0.40521 1.48133
H 0.26456 0.92241 2.92463
H -1.39988 1.47058 3.29827
H -1.04183 3.14107 1.52591
H 0.20554 3.34107 2.55728
H 1.63281 1.98731 1.30722
O -1.12003 -4.97366 -0.96804
C -0.53127 -5.23898 -1.97544
O 0.73418 -4.81527 -2.19425
C 1.15712 -5.16217 -3.52834
C 0.26847 -6.33413 -3.93251
C -1.02405 -6.01726 -3.17962
H 1.01440 -4.29057 -4.17062
H 2.21460 -5.40855 -3.49657
H 0.14947 -6.42285 -5.00953
H 0.69453 -7.26602 -3.56078
H -1.68548 -5.36633 -3.75410
H -1.57890 -6.89432 -2.86068
O -1.14748 0.51243 6.29860
C -1.99483 1.34228 6.42760
O -2.36817 2.12884 5.37911
C -3.33156 3.11738 5.81000
C -3.95137 2.53481 7.07592
C -2.78908 1.72538 7.65627
H -2.80062 4.05217 5.99930
H -4.05000 3.26969 5.00853
H -4.34173 3.29839 7.74353
H -4.77041 1.86640 6.81076
H -2.14533 2.32774 8.29904
H -3.09743 0.83586 8.19662
O 3.10100 0.06150 -5.62202
C 3.32591 0.84902 -4.75865
O 3.44014 0.47871 -3.45202
C 3.60683 1.63327 -2.61934
C 4.15168 2.72502 -3.53446
C 3.51067 2.35231 -4.87218
H 2.62657 1.88737 -2.20722
H 4.28048 1.37458 -1.80459
H 3.91701 3.72987 -3.18854
H 5.23569 2.63725 -3.60462
H 2.52451 2.80264 -4.99687
H 4.12189 2.59255 -5.73636
```



ORCA calculation (wB97M-V/def2-TZVPD) on a molecular structure, C19H32BrInNO16 at a distorted geometry.

LUMO energy ... 1.87 eV
HOMO-LUMO gap ... 4.88 eV
Total charge ... -1
HOMO ... -3.0 eV
Energy ... -4765.821745 Eh

```
70
C19H32BrInNO16 wB97M-V/def2-TZVPD
C -0.58290 2.11887 1.97079
O -1.43581 2.60513 0.90797
C -2.56752 1.69633 0.69230
In -1.84590 -0.10678 -0.48445
Br -3.75533 -0.62710 -2.28133
C -0.01489 0.44023 -1.69384
C 1.37662 0.25307 -0.92258
N 2.31894 1.37066 -1.28936
H -1.03682 1.24941 2.54607
H 0.40112 1.75097 1.52813
H -0.30979 2.98892 2.67454
H -2.99762 1.30974 1.69419
H -3.43229 2.18038 0.13494
H -1.67067 -1.59584 0.48441
H -0.19313 1.48518 -2.11048
H 0.00877 -0.28724 -2.58393
H 1.29255 0.20987 0.21180
H 1.84520 -0.72831 -1.28170
H 1.83258 2.12881 -1.78210
H 2.81904 1.72464 -0.46685
C 2.27459 -1.50053 4.53690
C 1.45049 -0.35685 5.04605
O 0.58791 -0.07153 3.95421
C 0.49543 -1.20732 3.20596
O -0.27762 -1.36218 2.30846
O 1.40037 -2.14165 3.61583
H 2.57258 -2.18624 5.33167
H 3.16781 -1.16665 4.00213
H 0.84341 -0.63211 5.91446
H 2.05489 0.51053 5.29820
C 5.36907 3.30464 2.02693
C 4.43522 4.32600 2.60440
O 3.40488 3.53054 3.17432
C 3.93726 2.30537 3.42783
O 3.38875 1.44927 4.05811
O 5.17295 2.17868 2.87283
H 6.40967 3.63059 2.04881
H 5.10529 3.02730 1.00251
H 4.90165 4.92047 3.39542
H 4.03259 4.99892 1.84648
C -2.44074 -0.71026 -7.04061
C -1.12572 -1.34611 -6.68843
O -1.15654 -1.39545 -5.27267
C -2.47631 -1.37540 -4.89928
O -2.87261 -1.56823 -3.77224
O -3.28541 -1.09919 -5.96740
H -2.83647 -1.06731 -7.99290
H -2.38146 0.38204 -7.06732
H -1.03821 -2.36659 -7.07574
H -0.27374 -0.75997 -7.03727
C 0.18037 -4.86154 -5.45199
C -0.96566 -5.82391 -5.52554
O -0.65391 -6.60364 -6.67459
C 0.69361 -6.52679 -6.85871
O 1.30768 -7.19812 -7.63508
O 1.25033 -5.58831 -6.04517
H 0.42339 -4.58119 -4.42673
H 0.00399 -3.95453 -6.03536
H -1.01645 -6.48237 -4.65394
H -1.92581 -5.32064 -5.64503
C -3.66480 2.86128 4.64731
C -2.35550 2.23215 5.01465
O -2.40112 2.20348 6.43757
C -3.71348 2.22891 6.79698
O -4.11180 2.04871 7.91124
O -4.51395 2.48443 5.72647
H -4.05357 2.49086 3.69803
H -3.60862 3.95288 4.60625
H -2.26465 1.20786 4.64283
H -1.50218 2.81273 4.66463
```